32
Properties=species:S:1:pos:R:3:nbo_charge:R:1 method="wB97M-V/def2-TZVPD" e_homo_ev=-11.92 orbital_gap_ev=7.5 max_force_ha_per_bohr=0.128 multiplicity=1 charge=+1 de_lowest_ev=0.000
O 4.4247 -1.3063 0.3625 -0.4208
C 3.4381 -0.7822 0.6027 0.5225
Sn 0.8609 0.0748 0.3269 0.8087
C -1.1802 0.0803 1.6399 0.4866
O -2.1646 -0.3236 2.0887 -0.4178
C -0.1897 0.3632 -1.8589 0.4754
O -0.5210 0.2902 -2.9582 -0.4388
C -0.3556 -2.3827 -0.1158 0.5350
O -0.8195 -3.3826 -0.3920 -0.4006
C 0.8147 2.6655 0.4182 0.5453
O 0.8538 3.7905 0.2262 -0.3899
H 1.4859 -0.6650 -1.2235 -0.3522
N -8.5092 2.0939 5.3842 -0.2511
C -7.7045 2.1801 4.5340 0.2518
C -6.7019 2.1816 3.5073 -0.1719
C -5.5407 2.9500 3.6596 -0.1202
C -4.5234 2.9183 2.6951 -0.2581
C -4.7011 2.1335 1.5607 0.2321
C -5.8707 1.3714 1.3710 -0.2502
C -6.8447 1.3478 2.3828 -0.1286
N -3.7273 2.1658 0.5383 -0.3740
C -3.9656 2.0084 -0.8225 -0.0608
C -2.7397 2.1317 -1.4405 -0.0963
N -1.7844 2.3696 -0.4788 -0.5081
C -2.3759 2.3900 0.6913 0.1492
H -5.3912 3.5742 4.5373 0.2424
H -3.6307 3.5409 2.7601 0.2266
H -6.0197 0.7942 0.4473 0.2327
H -7.7109 0.6772 2.3413 0.2479
H -4.9455 1.7853 -1.2021 0.2399
H -2.4969 2.0537 -2.4875 0.2308
H -1.9550 2.6035 1.6670 0.2125